one | 11 unconnected molecules or ions with the total composition C41H114N10O11, computed with the ωB97M-V functional and the def2-TZVPD basis.

Properties
HOMO-LUMO gap: 9.45 eV
SMILES: COC[C@H](C)N.COC[C@H](C)N.COC[C@H](C)N.COC[C@H](C)N.COC[C@H](C)N.COC[C@H](C)N.COC[C@H](C)N.COC[C@H](C)N.COC[C@H](C)N.COC[C@H](C)N.CO

Each line ends with the Mulliken charge.
Element x y z (Å)
C 2.8503 -2.4205 4.6927  -0.61
O 2.9146 -1.0667 5.1267  -0.46
C 3.8653 -0.2596 4.3676  0.52
C 4.1673 1.0145 5.1280  0.54
C 3.1965 2.1473 4.9314  -0.74
N 5.4395 1.4080 4.5167  -0.54
H 3.8074 -2.8463 5.0291  0.38
H 2.5250 -2.4301 3.6411  0.08
H 2.0781 -2.8710 5.3411  0.26
H 4.8225 -0.7458 4.3166  0.50
H 3.4168 -0.1497 3.4129  -1.05
H 4.3042 0.7358 6.1649  0.25
H 2.1867 1.8913 5.2271  -0.09
H 3.1329 2.2631 3.8430  0.04
H 3.5309 3.0678 5.4775  0.45
H 5.5054 2.3945 4.5684  0.16
H 6.2327 1.0409 5.0170  0.23
C 2.0934 5.0171 1.9505  -0.35
O 3.3821 4.9739 1.2858  -0.49
C 4.0707 3.8721 1.7202  0.32
C 5.4152 3.8490 1.0717  0.87
C 6.3165 5.0151 1.6608  -1.44
N 5.2394 3.8649 -0.3161  -0.42
H 1.6366 3.9777 2.0125  -0.03
H 1.4330 5.7381 1.4026  0.38
H 2.2930 5.4275 2.9831  0.33
H 4.1981 3.9545 2.7919  0.33
H 3.5757 2.9063 1.5259  -0.65
H 5.8678 2.8865 1.4462  -0.15
H 5.7073 5.9113 1.6516  0.29
H 7.2671 5.1799 1.0662  0.33
H 6.5585 4.9236 2.7192  0.36
H 4.5885 4.6025 -0.6277  0.17
H 6.0825 3.8552 -0.8915  0.26
C -4.9127 1.9889 -3.2073  -0.78
O -3.9217 2.1922 -2.2177  -0.03
C -4.0219 3.5389 -1.6473  -1.09
C -2.9414 3.7111 -0.4555  2.35
C -3.0479 2.7325 0.6802  -0.61
N -3.0897 5.0933 -0.0359  -0.72
H -5.8872 2.0147 -2.7115  0.35
H -4.6577 0.9884 -3.7281  0.03
H -4.9385 2.7510 -3.9682  0.36
H -3.8626 4.3519 -2.3656  0.44
H -5.0857 3.6795 -1.2635  0.39
H -2.0031 3.5712 -0.8910  -1.37
H -2.9009 1.7157 0.3915  0.08
H -4.0080 2.8486 1.1644  0.56
H -2.2775 3.0143 1.4229  -0.47
H -2.4902 5.1672 0.7539  0.21
H -4.0119 5.2711 0.3390  0.36
C -2.8574 -6.3082 -1.4721  -0.21
O -3.7929 -5.9960 -2.4818  0.01
C -4.4717 -7.0993 -3.0278  -0.84
C -5.8075 -6.6659 -3.6191  0.59
C -6.7503 -5.9660 -2.6687  -1.24
N -6.3233 -7.8953 -4.2695  -0.64
H -3.3493 -6.9720 -0.7683  0.46
H -2.6434 -5.2813 -1.0207  -0.41
H -1.9291 -6.8306 -1.8547  0.27
H -3.9007 -7.5536 -3.8393  0.31
H -4.6567 -7.8494 -2.2373  0.39
H -5.5066 -5.8612 -4.3437  0.03
H -6.8514 -6.6387 -1.7161  0.32
H -7.6982 -5.7818 -3.1318  0.41
H -6.2188 -5.0246 -2.3422  0.21
H -6.7351 -7.7351 -5.1660  0.26
H -7.0881 -8.2359 -3.7689  0.25
C -1.5294 0.0255 -3.6531  -0.65
O -2.1654 -1.2329 -3.5049  0.20
C -2.1764 -1.9813 -4.6914  -1.29
C -2.7908 -3.3440 -4.4395  1.88
C -2.6112 -4.2908 -5.6206  -1.74
N -4.1638 -3.0825 -4.1802  -0.67
H -1.5955 0.3986 -2.6394  -0.19
H -2.0316 0.6937 -4.3765  0.31
H -0.4689 -0.2144 -3.8916  0.43
H -2.7218 -1.4550 -5.4230  0.42
H -1.1167 -2.1674 -4.9485  0.30
H -2.2324 -3.8648 -3.6868  -0.67
H -3.3660 -4.0612 -6.3952  0.54
H -3.0009 -5.2992 -5.2715  0.14
H -1.6230 -4.2952 -6.2055  0.31
H -4.3804 -2.5700 -3.3036  0.36
H -4.7639 -3.9169 -4.1275  0.06
C 0.4510 -4.5135 -3.4530  -0.51
O 0.0608 -4.2278 -2.1176  0.32
C 1.2192 -4.3160 -1.2501  -1.26
C 0.7741 -4.4747 0.1639  2.44
C 1.9713 -4.6434 1.0536  -1.44
N -0.0797 -5.6548 0.3173  -0.64
H 0.9745 -5.4614 -3.5378  0.37
H 1.1489 -3.7389 -3.7763  0.27
H -0.4280 -4.5065 -4.0668  -0.13
H 1.8129 -5.1591 -1.5327  0.54
H 1.8241 -3.4564 -1.4205  0.11
H 0.2392 -3.6534 0.5147  -0.95
H 1.6217 -4.9066 2.0873  0.37
H 2.5933 -3.6822 1.0640  -0.10
H 2.5734 -5.4914 0.7010  0.57
H -0.7331 -5.7173 -0.4218  -0.04
H 0.3809 -6.5690 0.4688  0.28
C -0.4641 1.0646 5.2144  -0.94
O -0.5325 2.1698 4.3417  0.31
C -1.7767 2.9254 4.4539  -1.26
C -1.5505 4.3458 3.9869  1.47
C -0.4088 4.8942 4.8049  -1.39
N -2.7623 5.0683 4.1116  -0.67
H 0.4625 0.5137 5.0308  0.00
H -1.2620 0.3300 5.0873  0.37
H -0.5430 1.3428 6.2603  0.42
H -2.5361 2.4328 3.8289  0.28
H -2.0396 2.8880 5.4984  0.69
H -1.3105 4.1815 2.9264  -0.75
H 0.4626 4.2769 4.7724  0.08
H -0.6740 4.9630 5.8969  0.35
H -0.1973 5.9766 4.5333  0.41
H -2.5600 6.0592 3.9959  0.34
H -2.9789 4.9949 5.1201  0.38
C 0.9412 2.5372 -3.8550  -0.21
O 1.1120 3.9109 -3.5409  -0.44
C -0.1196 4.4717 -3.0779  0.59
C 0.0325 5.9674 -2.8579  0.24
C 1.2367 6.2827 -2.0062  -1.28
N -1.1963 6.5259 -2.2938  -0.62
H 1.9455 2.0647 -4.1227  0.30
H 0.3396 2.3812 -4.7813  0.35
H 0.5264 1.9085 -3.0107  -0.18
H -0.8676 4.2866 -3.8849  0.36
H -0.4796 3.9063 -2.2443  -0.68
H 0.1429 6.4343 -3.8097  0.42
H 1.1931 7.3101 -1.6960  0.52
H 2.2083 6.1735 -2.5932  0.27
H 1.3006 5.6018 -1.1479  -0.02
H -1.8816 6.6741 -3.0482  0.31
H -1.6597 6.0701 -1.5140  0.13
C -2.2681 -2.3063 -0.3723  -0.30
O -1.5768 -1.6575 0.6810  -0.36
C -0.8397 -0.5316 0.2004  0.84
C -0.0680 0.1129 1.3470  0.52
C 0.5869 1.3531 0.8919  -0.03
N 0.8852 -0.8121 1.9514  0.88
H -2.8990 -3.1353 0.0435  0.25
H -1.4498 -2.6029 -1.1006  -0.02
H -2.9709 -1.5702 -0.8377  0.18
H -0.1972 -0.8965 -0.6014  -0.17
H -1.5594 0.1259 -0.3088  -0.49
H -0.8202 0.3149 2.0924  0.17
H -0.2690 1.9683 0.5143  -0.05
H 1.2983 1.1496 0.1172  -0.45
H 1.0985 1.8702 1.6817  -0.75
H 0.3563 -1.4800 2.4591  0.39
H 1.4369 -1.3008 1.2048  -0.81
C 2.4219 -0.6483 -1.9060  -0.55
O 2.7153 -0.9623 -0.5616  0.01
C 3.6468 -0.1072 0.1391  1.20
C 5.0844 -0.6030 -0.2891  0.12
C 5.4420 -1.9341 0.3376  -1.18
N 6.1579 0.3787 0.0806  -0.73
H 1.6436 -1.3827 -2.2191  -0.40
H 3.3159 -0.7821 -2.5931  0.42
H 2.0123 0.3525 -2.0273  0.14
H 3.5162 0.9508 -0.1895  0.41
H 3.5005 -0.2812 1.2232  -1.23
H 5.0914 -0.7550 -1.3945  0.27
H 6.3859 -2.2871 -0.0331  0.45
H 4.6125 -2.6432 0.0519  0.15
H 5.5647 -1.8478 1.4574  0.16
H 5.8926 1.2429 -0.3742  0.32
H 6.1154 0.4740 1.0960  0.30
C -1.7962 -3.6366 3.4476  -0.58
O -1.5526 -2.2563 3.3360  -0.51
H -2.4659 -3.9398 2.6158  0.21
H -0.8733 -4.1975 3.3308  0.16
H -2.1768 -3.9027 4.4520  0.27
H -1.8306 -2.0028 2.4536  0.43



two | 11 unconnected molecules or ions with the total composition C41H114N10O11, computed with the ωB97M-V functional and the def2-TZVPD basis.

Properties
HOMO-LUMO gap: 9.31 eV
SMILES: COC[C@H](C)N.COC[C@H](C)N.COC[C@H](C)N.COC[C@H](C)N.COC[C@H](C)N.COC[C@H](C)N.COC[C@H](C)N.COC[C@H](C)N.COC[C@H](C)N.COC[C@H](C)N.CO

Each line ends with the Mulliken charge.
Element x y z (Å)
C -26.3057 -3.3191 -2.6431  -0.27
O -27.4133 -2.5595 -3.0152  -0.45
C -27.6845 -1.2886 -2.4115  -1.03
C -27.0556 -0.0808 -3.1004  1.11
C -25.5556 0.0347 -3.0337  -1.45
N -27.6803 1.0528 -2.4805  -0.58
H -26.2076 -4.1711 -3.3159  0.22
H -26.3092 -3.7864 -1.6584  0.31
H -25.4863 -2.6124 -2.7738  0.02
H -28.7708 -1.2010 -2.4306  0.34
H -27.3864 -1.3768 -1.3668  0.37
H -27.2992 -0.0829 -4.1629  0.19
H -25.0124 -0.7939 -3.4880  0.48
H -25.2857 0.2081 -1.9920  -0.15
H -25.1394 0.9987 -3.3261  0.46
H -27.7580 1.6476 -3.2931  0.26
H -28.6056 0.7496 -2.2118  0.19
C -22.4572 -1.5860 -0.5590  -1.25
O -21.3849 -2.5346 -0.8499  0.00
C -20.0067 -2.0888 -0.7497  -0.72
C -18.9910 -3.1395 -1.0103  0.77
C -17.5342 -2.6965 -0.9915  -1.51
N -19.3312 -3.8628 -2.2192  -0.38
H -22.4379 -0.6844 -1.1713  0.49
H -22.3748 -1.1518 0.4374  0.46
H -23.4722 -1.9050 -0.7960  0.21
H -20.0027 -1.2037 -1.3859  0.03
H -19.9369 -1.7700 0.2903  0.63
H -18.9193 -3.8672 -0.2020  0.09
H -17.3925 -2.0152 -0.1526  0.42
H -17.1646 -2.3173 -1.9443  0.12
H -16.8716 -3.5489 -0.8417  0.30
H -19.3591 -3.0943 -2.8740  -0.05
H -20.2943 -4.1669 -2.2128  0.28
C -23.1971 -5.7149 -1.9166  -0.51
O -23.8496 -6.1927 -0.7359  -0.45
C -23.0869 -5.8961 0.4472  0.08
C -23.5189 -6.5778 1.6690  0.20
C -23.2314 -8.1092 1.6743  -1.31
N -25.0280 -6.3214 1.8009  -0.78
H -22.8594 -4.6821 -1.8309  -0.04
H -23.8711 -5.5851 -2.7634  0.37
H -22.3599 -6.3710 -2.1549  0.40
H -22.0877 -6.2900 0.2613  -0.06
H -22.9620 -4.8589 0.7580  0.20
H -22.9552 -6.2380 2.5379  0.32
H -23.8359 -8.6495 0.9458  0.25
H -23.3676 -8.6043 2.6358  0.38
H -22.1615 -8.2304 1.5050  0.33
H -25.2558 -5.3499 1.6447  0.27
H -25.4183 -6.7835 0.9920  0.32
C -22.0407 2.8954 2.5160  -0.86
O -22.2949 2.5512 1.1443  -0.16
C -23.7167 2.8731 0.9108  -0.85
C -24.2189 2.3988 -0.4634  1.99
C -23.3767 3.0482 -1.5571  -1.69
N -25.6141 2.7804 -0.6728  -0.77
H -22.5865 2.1854 3.1373  0.30
H -22.5235 3.8508 2.7213  0.34
H -20.9797 2.8703 2.7645  0.23
H -24.2656 2.4407 1.7474  0.23
H -23.7754 3.9597 0.8481  0.40
H -24.1898 1.3093 -0.4462  -0.59
H -22.3073 2.9687 -1.3615  0.26
H -23.6020 4.1130 -1.6177  0.37
H -23.6294 2.5828 -2.5098  0.38
H -26.0668 2.3942 0.1433  0.40
H -25.9864 2.1917 -1.4042  0.12
C -18.2419 1.3782 -0.3182  -0.85
O -17.3248 1.4934 -1.4009  0.15
C -17.1698 2.8968 -1.8211  -1.21
C -15.8930 2.9750 -2.7148  0.55
C -15.6734 1.9832 -3.8499  -0.95
N -14.7576 3.0373 -1.9058  -0.74
H -17.7422 1.8525 0.5265  0.39
H -18.3576 0.3632 0.0620  0.02
H -19.2215 1.7724 -0.5887  0.33
H -18.0804 3.2257 -2.3218  0.44
H -17.1227 3.5774 -0.9710  0.49
H -15.9906 3.9474 -3.1975  0.33
H -14.7530 2.0468 -4.4302  0.44
H -16.4639 2.0791 -4.5942  0.27
H -15.7174 0.9716 -3.4465  -0.06
H -14.6488 2.1300 -1.4758  0.22
H -13.8888 3.0234 -2.4206  0.29
C -22.9313 -7.8709 -6.6982  -0.88
O -22.5869 -6.5467 -6.3222  -0.28
C -21.2877 -6.1926 -5.8551  -0.72
C -21.2072 -4.6253 -5.7071  0.65
C -21.5785 -3.7083 -6.8886  -1.77
N -19.9467 -4.0721 -5.1508  -0.05
H -22.6475 -8.7130 -6.0670  0.30
H -22.5693 -8.0602 -7.7087  0.34
H -23.9897 -7.9220 -6.9538  0.29
H -21.1443 -6.7437 -4.9257  0.35
H -20.4664 -6.4472 -6.5250  0.41
H -21.9934 -4.4646 -4.9694  -0.07
H -20.9797 -3.7758 -7.7968  0.44
H -21.6839 -2.6502 -6.6492  0.32
H -22.4327 -4.0639 -7.4648  0.44
H -19.4107 -3.6223 -5.8792  -0.02
H -19.4686 -4.9125 -4.8589  0.19
C -25.0142 -0.4621 1.7964  -0.38
O -26.2988 -0.2458 2.3544  -0.28
C -26.2456 0.3773 3.6105  -0.71
C -27.6244 0.9143 4.0740  0.55
C -28.3177 1.5718 2.9942  -1.56
N -27.3791 1.7687 5.2032  -0.67
H -25.0356 -0.8732 0.7871  -0.12
H -24.7078 -1.2793 2.4493  0.56
H -24.3614 0.4091 1.8504  0.08
H -25.8273 -0.2954 4.3593  0.27
H -25.6518 1.2859 3.5102  0.23
H -28.2620 0.0594 4.2992  0.34
H -29.1780 2.2057 3.2088  0.40
H -28.6045 1.0084 2.1062  0.35
H -27.6395 2.2763 2.5127  0.32
H -27.5429 2.6787 4.7967  0.28
H -28.0049 1.6104 5.9799  0.25
C -14.4158 -0.4838 -0.9239  -0.77
O -13.4522 0.4330 -0.9796  -0.42
C -12.3101 0.0346 -1.7708  -0.78
C -11.1553 1.0621 -1.5289  0.57
C -9.8957 1.0397 -2.4625  -1.48
N -10.5890 0.7930 -0.2117  -0.70
H -14.9963 -0.5817 -1.8412  0.18
H -14.9311 -0.1119 -0.0383  0.25
H -14.0136 -1.4861 -0.7764  0.57
H -11.8959 -0.9700 -1.6852  0.41
H -12.5623 0.1545 -2.8244  0.32
H -11.6148 2.0450 -1.4244  0.17
H -9.4148 0.0630 -2.5160  0.35
H -9.1405 1.7784 -2.1939  0.42
H -10.2270 1.2562 -3.4782  0.36
H -10.0663 -0.0663 -0.1195  0.25
H -9.8566 1.4529 0.0079  0.24
C -15.0921 -5.8689 1.0929  -0.73
O -14.3403 -7.0827 1.2271  -0.39
C -14.2622 -7.9403 0.0439  -0.44
C -13.4074 -9.1643 0.3928  0.27
C -11.9701 -8.7150 0.6408  -1.36
N -13.4563 -10.1234 -0.7729  -0.70
H -16.1592 -6.0868 1.1368  0.25
H -14.7356 -5.3775 0.1877  0.32
H -14.9460 -5.2549 1.9816  0.36
H -15.2550 -8.3651 -0.1038  0.18
H -13.8740 -7.4029 -0.8213  0.36
H -13.8940 -9.8471 1.0893  0.38
H -11.5686 -8.3846 -0.3172  0.30
H -11.3821 -9.6163 0.8141  0.37
H -11.8684 -7.9312 1.3915  0.33
H -13.3981 -9.6714 -1.6743  0.23
H -14.3316 -10.6273 -0.7723  0.26
C -19.1828 0.5779 -4.4759  -0.57
O -18.2020 0.2247 -5.4438  -0.32
C -18.3776 -1.0477 -6.1052  0.33
C -17.1351 -1.4410 -6.9657  0.64
C -16.9357 -0.5375 -8.1347  -1.54
N -17.3897 -2.7928 -7.4452  -0.69
H -18.9429 1.5546 -4.0556  0.10
H -19.0951 -0.1227 -3.6455  0.18
H -20.1844 0.6242 -4.9033  0.37
H -18.3959 -1.7940 -5.3110  -0.64
H -19.3038 -1.0370 -6.6798  0.31
H -16.1837 -1.5150 -6.4391  0.29
H -17.7044 -0.6916 -8.8920  0.37
H -16.0007 -0.6236 -8.6882  0.43
H -16.9737 0.4828 -7.7529  0.27
H -17.5110 -3.3170 -6.5904  0.19
H -16.5290 -2.9400 -7.9529  0.30
C -18.6038 -7.4180 -1.7664  -0.21
O -18.4198 -6.5499 -2.9238  -0.54
H -17.8053 -7.2114 -1.0538  0.04
H -19.5105 -7.2780 -1.1778  -0.02
H -18.4718 -8.4789 -1.9789  0.38
H -18.7534 -5.7100 -2.6000  0.42



Stability verdict: one, ahead by 0.1510 hartree



one | A single C2H3NS molecule, computed with the ωB97M-V functional and the def2-TZVPD basis.

Properties
HOMO-LUMO gap (spin up / spin down): 7.41 / 7.14 eV

Each line ends with the Mulliken charge.
Element x y z (Å)
C -1.1033 -0.8178 -0.2017  -0.11
C 0.6288 0.4465 0.2624  -0.27
N -0.2539 -0.5923 0.6677  -0.27
S -0.0862 1.2390 -1.2950  -0.28
H -1.8374 -1.5088 -0.3006  0.37
H 1.0859 1.1249 1.0855  0.32
H 1.5660 0.1085 -0.2183  0.24



two | 2 unconnected molecules or ions with the total composition C2H3NS, computed with the ωB97M-V functional and the def2-TZVPD basis.

Properties
HOMO-LUMO gap: 9.10 eV

Each line ends with the Mulliken charge.
Element x y z (Å)
C 0.5893 -0.2288 0.0051  -0.42
C -0.0422 0.9214 0.0520  -0.06
N -0.4710 -1.1504 0.0935  -0.36
S -1.6324 0.1398 -0.0364  -0.05
H 1.6105 -0.4001 0.1599  0.35
H 0.5896 2.4353 0.4486  0.25
H -0.6438 -1.7173 -0.7226  0.28



three | A single C2H3NS molecule, computed with the ωB97M-V functional and the def2-TZVPD basis.

Properties
HOMO-LUMO gap: 9.99 eV
SMILES: C1=NCS1

Each line ends with the Mulliken charge.
Element x y z (Å)
C -0.5438 -1.2770 0.0750  0.02
N 0.6422 -0.7949 -0.0639  -0.48
C 0.1131 0.6943 0.0125  -0.26
S -1.6101 0.1233 -0.0194  -0.13
H -0.9178 -2.3132 0.2869  0.31
H 0.4189 1.0377 1.1367  0.21
H 0.5222 1.4369 -0.6604  0.33



Stability verdict: three, ahead by 0.0787 hartree



one | A single C3H7BO molecule, computed with the ωB97M-V functional and the def2-TZVPD basis.

Properties
HOMO-LUMO gap: 10.78 eV

Each line ends with the Mulliken charge.
Element x y z (Å)
B 0.4218 0.0107 0.7073  0.12
C 1.9622 0.1746 0.3650  0.43
C 0.0582 1.3550 -0.1000  -1.11
C 0.1460 -1.4547 0.0411  -0.92
O 2.8116 0.4404 -0.3096  -0.22
H -0.3137 0.2212 1.6964  -0.09
H 0.5187 2.2395 0.2453  0.36
H -1.0875 1.2754 -0.0010  0.24
H 0.2388 1.4153 -1.1430  0.40
H 0.7972 -1.8016 -0.8240  0.29
H -0.8351 -1.5064 -0.4485  0.29
H 0.1603 -2.1542 0.9383  0.19



two | A molecular structure, C3H7BO, computed with the ωB97M-V functional and the def2-TZVPD basis.

Properties
HOMO-LUMO gap: 9.39 eV

Each line ends with the Mulliken charge.
Element x y z (Å)
B 0.2545 -1.3795 0.5091  0.00
C -1.4417 0.1438 -0.6785  -0.14
C 0.8825 1.1084 -0.0777  -1.07
C -0.1335 -0.0444 -0.0114  0.35
O -2.5705 -0.0958 -0.4225  -0.42
H -0.2913 -2.3917 0.2223  -0.09
H 1.4772 -1.4070 0.7344  -0.10
H -1.2275 0.6356 -1.6617  0.26
H 1.6618 0.9351 0.7805  0.29
H 1.2499 1.0826 -1.0926  0.32
H 0.2632 1.9711 -0.0107  0.39
H -0.1246 -0.5582 1.7089  0.20



Stability verdict: one, ahead by 0.0741 hartree